{
  "formula": "C42H39BF2N6O4RuS2",
  "method": "wB97M-V/def2-TZVPD",
  "total_charge": -1,
  "homo_lumo_gap_ev": [4.576, 7.253],
  "e_lumo_ev": [2.247, 2.166],
  "molar_mass_g_mol": 905.824,
  "fmax_ev_per_a": 1.61,
  "multiplicity": 6,
  "de_lowest_kcal_mol": 0.0,
  "symbols": ["Ru", "C", "C", "N", "N", "C", "S", "S", "C", "C", "C", "C", "C", "C", "C", "C", "C", "C", "C", "C", "C", "O", "H", "H", "H", "H", "H", "H", "H", "H", "H", "H", "H", "H", "H", "H", "F", "C", "C", "C", "C", "C", "F", "C", "C", "C", "C", "C", "C", "N", "H", "H", "H", "H", "H", "H", "C", "C", "C", "C", "C", "C", "C", "C", "O", "B", "O", "C", "C", "H", "H", "H", "H", "H", "H", "H", "H", "H", "H", "H", "H", "C", "N", "C", "C", "C", "N", "C", "O", "N", "H", "H", "H", "H", "H", "H", "H"],
  "xyz": [[2.394, -19.325, -10.763], [-0.843, -17.607, -8.164], [-0.320, -18.724, -9.034], [0.562, -18.402, -10.023], [0.620, -17.058, -10.169], [1.243, -16.613, -11.188], [1.938, -17.708, -12.384], [1.445, -14.854, -11.280], [0.455, -14.607, -12.788], [-1.019, -14.708, -12.482], [-1.700, -15.914, -12.582], [-3.029, -16.016, -12.163], [-3.674, -14.920, -11.599], [-2.997, -13.705, -11.546], [-1.693, -13.607, -11.987], [-0.937, -19.971, -8.832], [-2.123, -20.063, -8.040], [-2.795, -21.231, -7.779], [-2.328, -22.438, -8.291], [-1.179, -22.405, -9.090], [-0.520, -21.217, -9.349], [0.621, -21.310, -10.184], [-0.129, -16.794, -8.084], [-1.054, -17.958, -7.164], [-1.779, -17.186, -8.536], [0.825, -15.333, -13.515], [0.698, -13.635, -13.192], [-1.212, -16.754, -13.020], [-3.525, -16.984, -12.227], [-4.691, -15.000, -11.226], [-3.487, -12.824, -11.155], [-1.143, -12.689, -11.915], [-2.548, -19.176, -7.615], [-3.670, -21.207, -7.157], [-2.869, -23.361, -8.144], [-0.844, -23.354, -9.499], [4.158, -23.352, -13.898], [4.438, -22.154, -13.323], [3.434, -21.459, -12.707], [3.728, -20.256, -12.054], [5.036, -19.724, -12.136], [5.980, -20.480, -12.824], [7.266, -20.035, -12.850], [5.743, -21.716, -13.349], [5.322, -18.409, -11.564], [6.219, -17.489, -12.159], [6.320, -16.213, -11.637], [5.531, -15.907, -10.525], [4.664, -16.848, -10.021], [4.574, -18.076, -10.495], [2.445, -21.885, -12.687], [6.551, -22.299, -13.747], [6.792, -17.783, -13.033], [7.055, -15.497, -12.027], [5.545, -14.919, -10.094], [4.001, -16.574, -9.221], [1.069, -28.767, -10.319], [2.539, -28.249, -10.209], [3.261, -29.147, -9.188], [3.171, -28.410, -11.596], [2.500, -26.800, -9.758], [2.643, -26.452, -8.401], [2.426, -25.184, -7.928], [2.129, -24.208, -8.852], [1.730, -22.907, -8.646], [1.352, -22.433, -9.909], [1.627, -23.380, -10.889], [2.054, -24.480, -10.207], [2.203, -25.776, -10.682], [1.062, -29.775, -10.738], [0.469, -28.126, -10.974], [0.549, -28.790, -9.338], [3.405, -30.139, -9.595], [2.697, -29.234, -8.267], [4.238, -28.716, -9.015], [3.124, -29.478, -11.880], [4.233, -28.081, -11.583], [2.640, -27.820, -12.321], [2.950, -27.193, -7.683], [2.481, -24.932, -6.904], [2.062, -25.944, -11.740], [4.485, -21.838, -7.080], [3.936, -20.512, -7.038], [4.208, -19.716, -5.891], [3.672, -18.413, -5.835], [3.002, -17.906, -6.907], [2.859, -18.665, -8.065], [3.300, -19.908, -8.078], [3.143, -20.586, -9.170], [2.552, -16.607, -7.068], [5.540, -21.751, -6.817], [4.340, -22.254, -8.061], [4.009, -22.471, -6.317], [4.583, -20.289, -5.089], [3.879, -17.819, -4.944], [2.211, -16.208, -6.200], [1.828, -16.498, -7.783]],
  "forces_ev_per_a": [[-0.22, 0.26, 0.57], [0.19, 0.17, 0.13], [-0.44, 0.54, 0.51], [0.29, -0.10, 0.13], [-0.01, 0.20, 0.03], [0.16, 0.22, 0.04], [0.53, -0.30, -0.01], [0.04, -0.26, -0.25], [-0.20, -0.12, -0.12], [0.38, -0.45, -0.20], [-0.67, 0.44, 0.04], [0.23, -0.17, 0.22], [0.12, -0.06, -0.27], [-0.26, 0.05, 0.08], [0.01, -0.07, 0.09], [0.02, -0.55, -0.05], [-0.05, -0.01, 0.15], [0.45, -0.31, -0.16], [0.18, 0.16, -0.32], [-0.67, 0.06, 0.29], [0.27, -0.56, -0.53], [-0.17, -0.01, 0.45], [-0.16, -0.05, -0.11], [0.06, -0.22, 0.29], [-0.06, 0.16, -0.22], [-0.29, -0.10, 0.03], [0.10, 0.40, 0.04], [0.35, -0.61, -0.10], [0.04, 0.24, -0.01], [0.15, 0.00, -0.09], [-0.07, 0.03, 0.08], [0.03, 0.49, 0.10], [-0.02, 0.31, 0.01], [-0.33, 0.04, 0.13], [0.07, -0.09, 0.09], [0.19, 0.17, -0.17], [0.04, 0.07, 0.04], [0.01, -0.46, -0.17], [-0.06, 0.45, 0.35], [-0.02, 0.10, 0.24], [-0.51, -0.69, -0.60], [0.38, 0.55, 0.88], [0.05, -0.11, -0.16], [0.04, -0.13, -0.37], [0.28, 0.89, 0.09], [-0.32, -0.47, 0.12], [0.21, -0.13, 0.62], [0.38, 0.43, -0.63], [0.06, 0.41, 0.13], [0.00, -0.49, -0.97], [-0.16, -0.06, -0.01], [0.11, -0.17, -0.24], [-0.13, 0.03, 0.20], [-0.53, -0.28, 0.05], [0.03, 0.11, 0.10], [-0.20, -0.15, 0.38], [-0.05, 0.32, 0.31], [-0.90, -0.66, 0.11], [-0.05, 0.52, -0.65], [0.86, -0.38, 0.61], [0.00, 0.75, 0.07], [0.17, -0.87, -0.72], [-0.04, 1.00, -0.73], [-0.44, 0.60, -0.19], [-0.07, -0.23, 0.01], [0.26, 0.02, 0.46], [0.04, -0.03, -0.30], [-0.02, -1.15, 0.09], [0.15, 0.31, 0.39], [-0.01, -0.07, 0.04], [0.14, -0.05, 0.02], [0.42, 0.05, -0.43], [-0.05, -0.32, -0.15], [0.04, 0.03, 0.21], [0.36, -0.03, 0.37], [0.08, 0.50, -0.03], [-0.59, -0.22, -0.07], [-0.15, 0.10, -0.43], [-0.12, -0.24, 0.06], [0.08, 0.11, 0.99], [0.00, -0.15, -0.01], [-0.10, 0.20, 0.44], [-0.35, 1.06, 0.41], [-0.56, 0.11, -1.00], [0.42, -0.14, 0.76], [0.23, -1.05, -1.20], [0.01, 0.05, 0.46], [-0.18, -0.11, -0.98], [0.12, 0.15, -0.36], [-0.66, 0.94, 0.42], [0.23, -0.24, -0.17], [0.05, -0.18, -0.27], [-0.02, 0.02, -0.19], [0.36, -0.16, 0.92], [-0.19, -0.07, -0.22], [0.19, 0.07, -0.12], [0.44, -0.38, 0.14]]
}